1.
The following is a DFT calculation (the ωB97M-V functional and the def2-TZVPD basis) of a molecular structure, C3H6N2.

The geometry in XYZ format:
```
11
Properties=species:S:1:pos:R:3:forces:R:3
C -2.569 0.247 -0.015 -2.2368 1.8152 1.2932
C -1.220 0.854 -0.058 -0.9485 -3.0938 -1.1785
C 0.156 0.598 -0.008 0.9800 0.4889 -1.4884
N -2.153 -0.886 0.063 2.8351 0.6696 -0.4011
N 0.763 -0.775 -0.002 -1.2352 -1.8709 2.4716
H -3.507 0.745 0.215 -0.2576 0.2609 -0.5881
H 0.140 1.241 0.875 1.0853 0.1360 1.8737
H 0.745 1.309 -0.646 -0.4681 -0.3299 0.0926
H 0.155 -1.367 0.723 2.2483 1.2049 -0.7826
H 1.839 -0.995 0.010 -2.0282 1.0196 0.4354
H 0.383 -1.268 -0.786 0.0257 -0.3004 -1.7279
```
Positions in Å, forces in eV/Å.

Its net charge is +2. Its LUMO energy is -12.581 eV. As for the energy above the lowest of the compared OMol25 structures with the same formula, charge and spin: 77.4 kcal/mol. As for the orbital gap: 9.33 eV. Its strongest force on any atom is 0.067 hartree/bohr. For the total energy, the calculation gives -226.45963 hartree.

---

2.
The following is a DFT calculation (the ωB97M-V functional and the def2-TZVPD basis) of 13 unconnected molecules or ions with the total composition C6H35N2O12.

The geometry in XYZ format:
```
55
Properties=species:S:1:pos:R:3:forces:R:3
C 1.695 3.321 -0.809 0.6487 1.7342 0.7829
C 2.525 2.098 -1.118 1.8164 -0.8812 -0.7264
C 2.691 1.145 0.113 -2.4928 -0.5572 -1.9871
C 2.401 -0.167 -0.538 2.5132 -1.8167 1.3172
C 3.286 -1.244 -0.468 -0.1716 1.6111 1.1365
N 2.677 -2.347 -0.987 -2.3568 0.6603 -0.4732
C 1.444 -1.927 -1.421 0.8007 -0.4260 -1.9355
N 1.332 -0.612 -1.246 -0.0917 -1.1051 0.3948
H 1.812 3.547 0.263 -0.4316 -0.2838 -0.0789
H 2.168 4.211 -1.184 0.2789 0.4380 -0.6859
H 0.635 3.477 -1.092 0.5109 -1.0477 0.0161
H 3.618 2.158 -1.465 -1.3402 1.3758 0.5700
H 2.205 1.546 -2.032 -0.5941 0.3295 0.9111
H 1.981 1.362 0.937 0.2013 -0.0086 -0.5694
H 3.662 1.034 0.529 0.9416 0.4666 0.2652
H 4.290 -1.160 -0.044 -0.5688 -0.6368 -0.0765
H 2.870 -3.333 -0.835 0.3886 0.3421 -0.3462
H 0.852 -2.427 -2.200 0.0768 -0.2370 1.1634
H 0.563 -0.076 -1.637 0.0212 0.0696 0.1449
H -0.144 2.180 3.496 -0.2985 0.9821 -0.1153
H 0.781 3.080 2.505 -0.3126 -0.8567 1.4625
O 0.682 2.247 3.020 1.2507 -0.1135 -0.8201
H -2.057 3.540 2.028 0.2159 0.1225 -0.1566
H -0.552 3.437 1.720 -0.4423 -0.3008 -0.5988
O -1.217 4.014 2.088 -0.5280 0.4005 0.2370
H -3.171 -0.767 2.570 -0.1917 0.8243 0.4375
H -1.804 -0.119 3.183 -0.8327 0.1253 0.2704
O -2.219 -0.809 2.660 0.9476 -0.5446 -0.7525
H -0.698 1.385 -1.158 -0.9061 -0.0215 -0.4312
H -1.741 0.998 -2.308 0.0089 -0.1118 0.4443
O -1.123 1.659 -1.993 0.3689 1.0150 -0.0021
H -0.251 -2.021 2.539 -0.7861 -0.5986 0.1755
H 0.587 -3.167 2.653 0.0511 -0.7888 0.2488
O -0.362 -2.996 2.621 1.0944 1.2319 -0.4059
H -1.884 -0.728 -3.359 -0.8304 -0.3172 0.1075
H -2.034 -2.191 -3.253 -0.5459 -0.1305 0.2023
O -2.551 -1.390 -3.067 1.4173 0.5045 -0.3597
H -1.996 0.291 -0.086 -0.2685 0.2297 -0.7115
H -1.150 -0.207 0.913 0.8165 -0.2451 0.2701
O -1.039 0.184 0.031 -0.8628 -0.5367 1.2440
H 0.798 1.273 -4.705 0.2158 -0.1892 -0.0379
H 0.197 2.011 -3.534 -0.3577 0.0237 0.4033
O 0.611 1.176 -3.765 0.4391 -0.2428 -0.7955
H -1.911 -3.781 -1.217 0.8100 -0.2627 0.1569
H -0.891 -3.785 -0.102 -0.0419 -0.0881 -0.2537
O -0.954 -3.940 -1.062 -0.8253 0.4651 0.2449
H -2.288 -4.120 2.093 0.1976 0.0524 0.2357
H -2.821 -2.696 2.059 0.3110 -0.4625 0.0053
O -2.990 -3.585 1.720 -0.4598 0.2471 -0.3993
H 1.235 0.202 3.503 0.5292 0.5748 -0.5776
H 1.897 -0.173 2.088 0.3462 0.9685 -0.2579
O 1.444 -0.476 2.858 -0.9080 -1.9107 0.7889
H -4.004 -0.527 -1.202 -0.1014 -0.1993 -0.0825
H -4.932 -0.628 0.017 -0.2198 -0.1499 -0.0175
O -4.158 -0.176 -0.318 0.5482 0.2768 0.0175
```
Positions in Å, forces in eV/Å.

Its net charge is +1. Its LUMO energy is -2.752 eV. As for the energy above the lowest of the compared OMol25 structures with the same formula, charge and spin: 47.7 kcal/mol. As for the orbital gap: 10.18 eV. Its strongest force on any atom is 0.066 hartree/bohr. For the total energy, the calculation gives -1261.72212 hartree.

---

3.
The following is a DFT calculation (the ωB97M-V functional and the def2-TZVPD basis) of 2 unconnected molecules or ions with the total composition C2H3Cl3N2.

The geometry in XYZ format:
```
10
Properties=species:S:1:pos:R:3:forces:R:3
N 3.456 -0.159 1.123 3.5065 -0.9654 0.6622
C 2.313 -0.104 0.805 -7.8890 1.9336 -1.8535
N 1.153 0.166 0.476 0.6176 -0.2574 0.1152
C -0.412 0.405 0.298 4.6101 -0.0154 4.3411
Cl -0.721 2.061 0.991 -0.0025 -0.7273 -0.1756
Cl -0.789 0.370 -1.305 -0.7930 -0.5555 -1.9763
H 3.956 -0.900 0.648 0.4851 0.0608 0.2655
H -0.795 -0.322 1.054 -0.4867 0.5381 -1.3768
Cl -4.370 -0.210 -1.815 0.5013 -1.0412 -0.4333
H -3.790 -1.307 -2.274 -0.5495 1.0296 0.4316
```
Positions in Å, forces in eV/Å.

Its LUMO energy is 0.455 eV. As for the energy above the lowest of the compared OMol25 structures with the same formula, charge and spin: 43.9 kcal/mol. As for the orbital gap: 9.98 eV. Its strongest force on any atom is 0.162 hartree/bohr. For the total energy, the calculation gives -1568.02053 hartree.

---

4.
The following is a DFT calculation (the ωB97M-V functional and the def2-TZVPD basis) of a molecular structure, C25H38InN4O3S3Si.

The geometry in XYZ format:
```
75
Properties=species:S:1:pos:R:3:forces:R:3
In 2.374 -0.097 -0.776 0.5001 -2.7071 0.6071
S 1.497 0.705 -2.983 -0.0107 0.0725 0.0693
C 1.079 2.180 -2.166 0.0729 -1.2473 0.7274
N -0.033 2.755 -2.549 -0.9973 2.0612 -0.2262
N -0.244 3.948 -1.998 -0.2693 0.1915 0.2387
C -1.304 4.799 -2.257 -0.6058 1.3102 -0.2101
C -2.445 4.371 -2.966 2.3618 -2.0090 0.1411
C -3.480 5.235 -3.110 -0.6284 2.0644 -0.0508
C -3.287 6.575 -2.734 -0.6880 1.0958 -0.0610
C -2.177 7.062 -2.022 -0.9626 -2.1252 -0.7131
C -1.195 6.151 -1.760 1.5244 -2.2441 0.0772
N 1.749 2.748 -1.112 2.3354 -0.6885 -0.4211
N 2.788 2.025 -0.767 0.7724 1.4944 0.2117
C 3.845 2.588 0.020 -0.9575 1.8493 0.8648
C 3.798 3.980 0.341 -0.3596 -1.2983 0.0823
C 4.554 4.555 1.358 -0.2656 0.5692 -1.5570
C 5.480 3.744 2.001 0.5368 0.4682 1.0763
C 5.638 2.407 1.643 -0.3488 0.8518 -0.5538
C 4.867 1.844 0.605 0.6197 -1.5001 0.3307
H 0.362 4.257 -1.249 0.3502 -0.2219 -0.0467
H -2.284 3.351 -3.411 -1.0224 0.9621 0.6355
H -4.483 5.010 -3.464 0.4533 -0.3890 -0.4774
H -4.010 7.332 -3.076 -0.0492 -0.5779 0.5351
H -2.182 8.010 -1.571 0.1680 1.3064 0.0373
H -0.245 6.370 -1.228 -0.8512 0.1491 -0.2118
H 3.055 4.469 -0.251 -0.2565 0.9136 0.0666
H 4.485 5.660 1.477 0.1083 -1.0628 0.3173
H 6.109 4.189 2.812 -0.5756 -0.5586 -0.7733
H 6.401 1.880 2.195 -0.0496 -0.5170 -0.3416
H 5.093 0.796 0.297 -0.5878 0.7092 0.2887
S 4.090 -1.763 -0.662 -0.3688 1.3739 -0.0315
C -2.197 -0.974 3.869 -0.7382 0.2144 1.5265
C -1.529 -2.153 3.221 -1.2383 0.2279 -2.0429
C -2.501 -3.335 3.294 -1.1984 0.0487 -0.6213
C -0.131 -2.373 3.717 1.0394 0.7127 0.0977
O -1.499 -1.754 1.812 -0.5190 -0.9931 0.4081
Si -0.411 -1.789 0.597 1.3656 0.8099 0.4701
S 0.548 0.099 1.007 0.6312 -0.2934 -0.8936
O 0.638 -3.024 0.669 -0.3130 -0.4563 -0.4541
C 1.300 -4.342 0.226 -2.3602 2.2307 1.2998
C 2.348 -4.396 1.245 3.3571 0.8183 0.2852
C 0.207 -5.374 0.431 -1.3079 -0.5865 -0.5928
C 1.773 -4.151 -1.162 0.1197 0.1028 -1.0214
O -1.109 -1.674 -0.855 -0.2033 -0.0441 -0.3486
C -2.368 -1.535 -1.534 0.8644 -1.3126 0.7648
C -3.422 -1.091 -0.537 -0.9716 -0.1338 -0.7022
C -2.608 -2.921 -2.132 -0.2607 -0.2270 -1.5937
C -2.168 -0.562 -2.642 -0.9132 1.5362 -1.6874
H -2.286 -1.108 4.967 0.1268 -0.0887 -0.3901
H -3.226 -0.819 3.509 0.4700 -0.0796 -0.1608
H -1.616 -0.084 3.717 0.2695 0.4933 -0.2401
H -2.567 -3.613 4.336 -0.2679 -0.3808 0.3483
H -2.221 -4.203 2.693 0.4690 0.0689 0.1288
H -3.566 -3.087 2.900 1.8442 0.0372 0.7890
H -0.020 -2.767 4.712 -0.5387 0.0928 0.7908
H 0.444 -1.414 3.654 -0.4881 -0.7432 0.0134
H 0.407 -3.092 3.133 0.1220 -0.2933 -0.7514
H 2.044 -4.300 2.279 -0.5735 -0.4073 0.1144
H 2.979 -3.469 1.075 -0.4685 -0.9984 0.0868
H 3.050 -5.242 1.130 -0.4212 0.0898 0.0234
H -0.107 -5.402 1.499 0.3248 -0.0460 -0.6739
H 0.489 -6.401 0.089 0.0674 0.7260 0.3777
H -0.713 -5.105 -0.170 0.9584 -0.1588 0.5390
H 2.560 -3.387 -1.310 -0.5208 -0.2408 0.5846
H 0.919 -3.884 -1.791 0.0347 -0.2185 -0.1154
H 2.217 -5.079 -1.490 0.0168 -0.5680 -0.3866
H -3.471 -1.754 0.318 -0.1500 -0.2231 0.0010
H -4.413 -0.948 -1.010 0.3342 -0.5539 0.0570
H -3.211 -0.116 -0.169 0.6473 0.8597 0.4447
H -2.432 -3.764 -1.448 -0.1120 0.4720 -0.0672
H -1.927 -3.028 -3.034 -0.5594 -0.0622 1.1579
H -3.632 -2.977 -2.555 0.3358 -0.1002 0.3226
H -2.089 0.456 -2.275 0.4344 0.1902 0.3659
H -3.064 -0.465 -3.315 0.4976 -0.5804 0.5658
H -1.309 -0.739 -3.306 -0.1550 -0.2374 0.5487
```
Positions in Å, forces in eV/Å.

Its net charge is -1. Its LUMO energy (spin up / spin down) is 0.947 / 0.698 eV. As for the orbital gap (spin up / spin down): 4.71 / 4.46 eV. Its strongest force on any atom is 0.068 hartree/bohr. For the total energy, the calculation gives -3094.52276 hartree.